Entry from OMol25: a molecular structure, C23H37BrCl2O10Sb at a distorted geometry (wB97M-V/def2-TZVPD).

## Properties
- HOMO: -5.7 eV
- Charge: -1
- Frontier orbital gap: 7.98 eV

CARTESIAN COORDINATES (ANGSTROEM)
1 C -3.739 -2.293 2.893
2 C -4.488 -1.099 2.206
3 O -5.695 -1.136 2.224
4 O -3.821 -0.068 1.569
5 C -2.879 0.586 2.493
6 C -1.443 -0.071 2.286
7 C -0.350 0.984 1.842
8 Sb 1.695 0.137 2.158
9 Cl 3.921 -0.826 2.568
10 Cl 0.870 -2.182 2.016
11 C 2.020 0.161 -0.017
12 C 2.889 -1.048 -0.586
13 C 2.307 -1.515 -2.013
14 Br 1.470 -3.311 -1.884
15 O 2.542 2.021 2.251
16 C 3.255 2.269 3.378
17 O 4.459 2.296 3.430
18 C 2.492 2.609 4.708
19 C 2.273 1.664 5.786
20 C 1.547 1.943 7.008
21 C 0.997 3.286 7.172
22 C 1.238 4.265 6.124
23 C 1.968 3.962 4.900
24 H -2.968 -2.743 2.210
25 H -4.487 -3.106 3.083
26 H -3.293 -2.032 3.882
27 H -3.222 0.328 3.525
28 H -2.890 1.686 2.316
29 H -1.166 -0.550 3.264
30 H -1.566 -0.843 1.488
31 H -0.521 1.231 0.764
32 H -0.480 1.880 2.516
33 H 1.321 0.087 3.843
34 H 0.999 0.155 -0.494
35 H 2.493 1.122 -0.369
36 H 3.959 -0.735 -0.717
37 H 2.889 -1.964 0.049
38 H 1.535 -0.815 -2.403
39 H 3.195 -1.624 -2.682
40 H 2.666 0.630 5.643
41 H 1.422 1.119 7.741
42 H 0.415 3.512 8.088
43 H 0.823 5.286 6.267
44 H 2.121 4.749 4.131
45 C 7.045 -0.819 -7.222
46 C 6.106 0.312 -6.850
47 O 5.739 0.243 -5.468
48 C 6.654 0.704 -4.606
49 O 7.729 1.169 -4.893
50 O 6.178 0.536 -3.369
51 C 7.090 0.908 -2.340
52 H 6.614 -1.782 -6.940
53 H 7.242 -0.818 -8.295
54 H 7.997 -0.729 -6.697
55 H 5.182 0.223 -7.421
56 H 6.539 1.287 -7.086
57 H 7.463 1.922 -2.485
58 H 7.918 0.199 -2.299
59 H 6.554 0.867 -1.394
60 C -10.022 -2.074 -3.441
61 C -8.791 -1.475 -4.092
62 O -8.022 -0.725 -3.147
63 C -7.248 -1.454 -2.327
64 O -7.146 -2.655 -2.334
65 O -6.630 -0.619 -1.492
66 C -5.828 -1.271 -0.498
67 H -10.602 -1.300 -2.935
68 H -10.654 -2.562 -4.186
69 H -9.748 -2.813 -2.686
70 H -9.094 -0.775 -4.872
71 H -8.176 -2.242 -4.569
72 H -5.125 -1.971 -0.954
73 H -6.468 -1.782 0.217
74 H -5.265 -0.508 0.022

---

Entry from OMol25: 11 unconnected molecules or ions with the total composition C32H51NO36S7 at a distorted geometry (wB97M-V/def2-TZVPD).

## Properties
- HOMO: -10.3 eV
- Frontier orbital gap: 9.61 eV
- Structure (SMILES): O=[N+]([O-])c1ccccc1.O=S1(=O)OCCO1.O=S1(=O)OCCO1.O=S1(=O)OCCO1.O=S1(=O)OCCO1.O=S1(=O)OCCO1.O=S1(=O)OCCO1.O=S1(=O)OCCO1.O=C1CCCO1.O=C1CCCO1.O=C1CCCO1
- Energy relative to the best compared isomer or geometry (same formula, charge and spin): 870.2 kJ/mol

CARTESIAN COORDINATES (ANGSTROEM)
1 O -9.331 1.780 -29.724
2 N -10.108 0.880 -30.039
3 O -10.014 -0.265 -29.641
4 C -11.095 1.251 -31.039
5 C -11.785 0.295 -31.693
6 C -12.779 0.525 -32.672
7 C -12.978 1.864 -32.988
8 C -12.268 2.894 -32.329
9 C -11.388 2.625 -31.349
10 H -11.502 -0.734 -31.531
11 H -13.216 -0.320 -33.184
12 H -13.721 2.064 -33.745
13 H -12.567 3.893 -32.611
14 H -10.870 3.388 -30.788
15 O 1.104 2.269 -19.849
16 S 0.250 1.376 -19.059
17 O -0.977 0.889 -19.631
18 O 1.241 0.079 -18.560
19 C 0.905 -0.374 -17.316
20 C 0.591 0.981 -16.474
21 O -0.024 1.858 -17.438
22 H -0.044 -0.907 -17.373
23 H 1.544 -1.180 -16.957
24 H 1.522 1.488 -16.223
25 H -0.189 0.789 -15.737
26 O -7.812 -2.545 -13.454
27 S -6.487 -2.904 -13.957
28 O -5.397 -1.928 -13.936
29 O -5.933 -4.263 -13.289
30 C -5.828 -5.260 -14.180
31 C -5.962 -4.694 -15.626
32 O -6.648 -3.490 -15.554
33 H -4.863 -5.746 -14.037
34 H -6.614 -5.928 -13.828
35 H -6.460 -5.403 -16.288
36 H -4.961 -4.527 -16.022
37 O -18.162 6.895 -28.160
38 S -17.729 6.186 -26.944
39 O -17.692 6.871 -25.597
40 O -18.717 4.845 -26.726
41 C -17.915 3.650 -26.436
42 C -16.760 3.870 -27.260
43 O -16.363 5.255 -27.145
44 H -17.704 3.652 -25.366
45 H -18.342 2.660 -26.595
46 H -16.922 3.703 -28.325
47 H -15.928 3.296 -26.852
48 O -15.374 12.643 -21.706
49 S -14.063 12.478 -22.228
50 O -13.263 13.644 -22.549
51 O -13.283 11.350 -21.320
52 C -12.519 10.522 -22.041
53 C -13.075 10.426 -23.415
54 O -14.001 11.500 -23.547
55 H -11.560 11.040 -22.052
56 H -12.499 9.489 -21.692
57 H -13.411 9.415 -23.645
58 H -12.287 10.618 -24.144
59 O -2.571 11.243 -23.842
60 S -2.357 9.819 -24.114
61 O -1.139 9.503 -24.807
62 O -2.458 8.794 -22.786
63 C -2.706 7.554 -23.200
64 C -3.806 7.787 -24.366
65 O -3.579 9.071 -24.990
66 H -1.748 7.137 -23.511
67 H -3.077 6.906 -22.406
68 H -4.783 7.709 -23.889
69 H -3.681 7.077 -25.183
70 O -12.266 -6.830 -30.992
71 S -12.835 -7.793 -30.042
72 O -13.948 -8.677 -30.469
73 O -11.686 -8.506 -29.063
74 C -11.843 -8.375 -27.702
75 C -12.345 -6.944 -27.534
76 O -13.279 -6.825 -28.686
77 H -12.557 -9.132 -27.377
78 H -10.899 -8.583 -27.197
79 H -11.568 -6.202 -27.724
80 H -12.903 -6.774 -26.614
81 O -7.058 4.666 -16.317
82 S -6.711 6.038 -15.837
83 O -7.296 7.154 -16.401
84 O -6.825 6.078 -14.161
85 C -5.521 5.757 -13.495
86 C -4.626 5.414 -14.698
87 O -5.023 6.240 -15.725
88 H -5.198 6.698 -13.050
89 H -5.673 5.011 -12.716
90 H -4.634 4.455 -15.216
91 H -3.550 5.533 -14.564
92 O -12.312 -5.444 -14.387
93 C -12.284 -5.681 -15.589
94 C -12.941 -4.899 -16.756
95 C -13.004 -6.006 -17.826
96 C -11.836 -6.946 -17.533
97 O -11.686 -6.788 -16.091
98 H -13.985 -4.762 -16.477
99 H -12.465 -3.972 -17.075
100 H -14.002 -6.423 -17.686
101 H -12.979 -5.719 -18.877
102 H -11.929 -8.009 -17.755
103 H -11.018 -6.625 -18.177
104 O -9.471 2.927 -22.807
105 C -9.423 1.744 -22.935
106 C -8.233 0.804 -22.808
107 C -8.885 -0.560 -22.604
108 C -10.292 -0.450 -23.048
109 O -10.530 1.014 -23.192
110 H -7.765 0.938 -23.784
111 H -7.661 1.054 -21.915
112 H -8.342 -1.465 -22.876
113 H -9.101 -0.658 -21.540
114 H -10.555 -0.931 -23.990
115 H -10.928 -0.846 -22.256
116 O -3.218 -4.499 -24.865
117 C -2.256 -3.838 -25.169
118 C -0.743 -3.953 -24.908
119 C -0.167 -2.959 -25.828
120 C -1.337 -2.037 -26.192
121 O -2.531 -2.745 -25.806
122 H -0.621 -3.679 -23.860
123 H -0.247 -4.916 -25.033
124 H 0.691 -2.401 -25.452
125 H 0.372 -3.541 -26.576
126 H -1.321 -1.099 -25.637
127 H -1.158 -1.881 -27.256

---

Entry from OMol25: 2 unconnected molecules or ions with the total composition C9H14S at a distorted geometry (wB97M-V/def2-TZVPD).

## Properties
- HOMO: -8.8 eV
- Frontier orbital gap: 9.72 eV
- Structure (SMILES): Cc1ccccc1.CCS
- Energy relative to the best compared isomer or geometry (same formula, charge and spin): 44.6 kJ/mol

CARTESIAN COORDINATES (ANGSTROEM)
1 C -1.293 -3.340 0.618
2 C -0.864 -1.952 1.026
3 C -1.750 -0.905 1.245
4 C -1.295 0.321 1.730
5 C 0.051 0.536 1.978
6 C 0.947 -0.446 1.570
7 C 0.494 -1.672 1.126
8 H -0.923 -3.494 -0.396
9 H -2.356 -3.562 0.734
10 H -0.811 -4.071 1.251
11 H -2.790 -0.944 0.941
12 H -2.017 1.112 1.911
13 H 0.368 1.529 2.272
14 H 1.989 -0.146 1.499
15 H 1.265 -2.335 0.762
16 C 2.332 1.015 -1.605
17 C 0.802 0.974 -1.450
18 S -0.036 2.340 -2.333
19 H 2.818 1.106 -0.626
20 H 2.725 1.844 -2.184
21 H 2.723 0.066 -1.965
22 H 0.421 -0.011 -1.705
23 H 0.573 1.165 -0.411
24 H 0.943 2.543 -3.223

---

Entry from OMol25: 4 unconnected molecules or ions with the total composition C33H56BN3O13P at a distorted geometry (wB97M-V/def2-TZVPD).

## Properties
- HOMO: -10.3 eV
- Charge: +1
- Frontier orbital gap: 8.28 eV

CARTESIAN COORDINATES (ANGSTROEM)
1 C 0.757 1.112 -5.357
2 C 1.014 1.797 -4.006
3 C 0.227 1.089 -2.919
4 C 0.099 1.882 -1.605
5 C -1.295 1.630 -1.001
6 C -1.392 1.932 0.475
7 C -2.823 1.932 0.976
8 N -3.450 0.673 0.625
9 C -4.838 0.648 1.112
10 B -5.844 1.433 0.171
11 O -7.179 1.389 0.453
12 O -5.441 2.185 -0.895
13 C -2.705 -0.523 1.080
14 P -2.722 -1.780 -0.368
15 C -3.953 -1.101 -1.548
16 C -3.507 -3.341 0.271
17 C -4.851 -3.685 -0.378
18 C -1.308 -0.289 1.713
19 C -0.405 -1.464 1.403
20 O 0.768 -1.337 2.235
21 C 1.904 -1.815 1.652
22 C 3.163 -1.175 2.137
23 O 1.900 -2.705 0.827
24 N -0.572 0.961 1.296
25 C 0.041 1.667 2.425
26 C 1.375 1.976 2.365
27 C 1.942 2.652 3.413
28 N 1.305 3.072 4.506
29 C 0.011 2.743 4.521
30 C -0.655 2.048 3.547
31 H -0.292 0.860 -5.477
32 H 1.021 1.751 -6.185
33 H 1.340 0.200 -5.454
34 H 2.085 1.746 -3.829
35 H 0.699 2.830 -4.115
36 H -0.789 0.981 -3.299
37 H 0.579 0.079 -2.725
38 H 0.896 1.563 -0.929
39 H 0.192 2.946 -1.796
40 H -1.997 2.295 -1.498
41 H -1.600 0.618 -1.252
42 H -0.964 2.913 0.645
43 H -3.322 2.747 0.463
44 H -2.910 2.149 2.048
45 H -5.214 -0.369 1.183
46 H -4.894 1.081 2.118
47 H -7.557 2.220 0.141
48 H -4.560 1.924 -1.183
49 H -3.289 -0.976 1.876
50 H -4.969 -1.075 -1.161
51 H -3.712 -0.084 -1.822
52 H -3.972 -1.685 -2.461
53 H -3.674 -3.318 1.345
54 H -2.831 -4.169 0.079
55 H -5.602 -2.959 -0.088
56 H -4.787 -3.731 -1.458
57 H -5.192 -4.664 -0.060
58 H -1.423 -0.290 2.789
59 H -0.897 -2.407 1.616
60 H -0.089 -1.431 0.367
61 H 3.858 -1.014 1.326
62 H 3.620 -1.821 2.881
63 H 2.987 -0.223 2.620
64 H 0.213 0.682 0.702
65 H 1.984 1.696 1.516
66 H 2.999 2.869 3.355
67 H -0.554 3.057 5.387
68 H -1.695 1.809 3.680
69 C 7.214 0.169 5.045
70 C 6.776 1.249 4.088
71 C 5.830 2.270 4.674
72 O 5.080 2.682 3.517
73 C 5.083 1.648 2.646
74 O 4.391 1.576 1.678
75 O 5.969 0.705 3.020
76 H 7.758 0.598 5.885
77 H 6.354 -0.384 5.423
78 H 7.862 -0.547 4.541
79 H 7.645 1.731 3.635
80 H 6.337 3.120 5.123
81 H 5.137 1.839 5.400
82 C 4.894 1.186 -9.495
83 C 3.451 1.212 -9.933
84 C 2.967 2.550 -10.441
85 O 1.569 2.505 -10.126
86 C 1.420 1.685 -9.058
87 O 0.425 1.582 -8.418
88 O 2.565 1.000 -8.818
89 H 5.555 1.421 -10.329
90 H 5.065 1.903 -8.692
91 H 5.158 0.202 -9.109
92 H 3.262 0.422 -10.665
93 H 3.113 2.682 -11.510
94 H 3.416 3.392 -9.909
95 C -2.403 -6.186 3.967
96 C -1.999 -4.814 4.445
97 C -2.351 -4.514 5.882
98 O -2.520 -3.086 5.858
99 C -2.896 -2.746 4.612
100 O -3.315 -1.676 4.296
101 O -2.740 -3.781 3.757
102 H -1.894 -6.958 4.542
103 H -3.480 -6.324 4.059
104 H -2.151 -6.314 2.914
105 H -0.936 -4.643 4.254
106 H -1.570 -4.795 6.584
107 H -3.295 -4.968 6.191

---

Entry from OMol25: a molecular structure, C22H16IMoN6O2S2 (wB97M-V/def2-TZVPD).

## Properties
- HOMO: -17.8 eV
- Charge: +3
- Frontier orbital gap: 5.26 eV

CARTESIAN COORDINATES (ANGSTROEM)
1 Mo -0.327 0.331 0.293
2 O -0.127 4.348 -0.255
3 C 0.054 3.253 0.167
4 N -0.470 2.084 -0.497
5 C -1.053 2.307 -1.816
6 C -1.939 1.139 -2.100
7 C -2.869 1.108 -3.120
8 C -3.644 -0.027 -3.287
9 C -3.465 -1.107 -2.427
10 C -2.518 -1.023 -1.437
11 N -1.759 0.088 -1.275
12 C 0.758 2.893 1.425
13 C 1.366 3.817 2.238
14 C 2.003 3.355 3.387
15 C 1.996 1.996 3.663
16 C 1.356 1.125 2.798
17 N 0.745 1.575 1.690
18 H -1.599 3.252 -1.802
19 H -0.270 2.407 -2.578
20 H -2.986 1.969 -3.766
21 H -4.382 -0.072 -4.078
22 H -4.050 -2.010 -2.529
23 H -2.339 -1.843 -0.756
24 H 1.335 4.865 1.969
25 H 2.498 4.048 4.055
26 H 2.488 1.600 4.541
27 H 1.335 0.059 2.977
28 S 1.471 0.372 -1.191
29 C 2.201 -1.134 -1.385
30 C 3.314 -1.290 -2.237
31 C 3.859 -2.545 -2.389
32 C 4.992 -2.732 -3.245
33 N 5.898 -2.882 -3.934
34 C 3.298 -3.655 -1.698
35 C 2.199 -3.500 -0.851
36 C 1.656 -2.238 -0.691
37 S 0.360 -1.915 0.399
38 C 3.865 -4.953 -1.867
39 N 4.314 -6.006 -1.983
40 H 3.737 -0.446 -2.766
41 H 1.796 -4.359 -0.332
42 N -2.262 -1.701 3.455
43 C -2.295 -0.633 2.704
44 O -1.352 -0.431 1.869
45 C -3.443 0.319 2.892
46 I -3.469 1.944 1.560
47 H -1.509 -2.372 3.385
48 H -2.987 -1.882 4.138
49 H -3.399 0.723 3.904
50 H -4.383 -0.222 2.783

---

Entry from OMol25: C4H3NO3 in the gas phase at a distorted geometry (wB97M-V/def2-TZVPD).

## Properties
- HOMO: -10.2 eV
- Frontier orbital gap: 11.01 eV
- Structure (SMILES): O=COc1ccno1
- Energy relative to the best compared isomer or geometry (same formula, charge and spin): 235.1 kJ/mol

CARTESIAN COORDINATES (ANGSTROEM)
1 O -2.116 -0.497 0.996
2 C -2.205 0.045 -0.041
3 O -1.147 0.483 -0.770
4 C 0.131 0.311 -0.360
5 C 0.980 1.132 0.223
6 C 2.127 0.306 0.455
7 N 1.957 -0.910 0.011
8 O 0.668 -0.913 -0.539
9 H -3.116 0.246 -0.609
10 H 0.953 2.169 0.452
11 H 3.027 0.610 0.930

---

Entry from OMol25: C5H7N3 in the gas phase at a distorted geometry (wB97M-V/def2-TZVPD).

## Properties
- HOMO (alpha / beta): -7.9 / -8.5 eV
- Frontier orbital gap (alpha / beta): 7.08 / 7.73 eV
- Structure (SMILES): [H]/N=C(\C)c1ncc[nH]1
- Energy relative to the best compared isomer or geometry (same formula, charge and spin): 466.3 kJ/mol

CARTESIAN COORDINATES (ANGSTROEM)
1 H 2.516 1.524 0.680
2 N 1.516 1.667 0.566
3 C 1.116 -0.051 0.209
4 C 1.932 -1.228 -0.041
5 C -0.322 -0.102 0.138
6 N -1.104 -1.076 -0.226
7 C -2.283 -0.511 -0.437
8 C -2.217 0.817 -0.124
9 N -1.018 1.112 0.362
10 H 2.962 -1.082 0.263
11 H 1.793 -1.281 -1.146
12 H 1.614 -2.152 0.476
13 H -3.118 -0.922 -0.987
14 H -3.067 1.443 -0.258
15 H -0.321 1.843 0.527

---

Entry from OMol25: a molecular structure, C13H19Br24N4O3S at a distorted geometry (wB97M-V/def2-TZVPD).

## Properties
- HOMO: -11.3 eV
- Charge: +1
- Frontier orbital gap: 7.83 eV

CARTESIAN COORDINATES (ANGSTROEM)
1 O 0.137 0.101 0.249
2 S 0.434 1.169 -0.654
3 O 1.824 1.191 -0.984
4 O -0.412 1.007 -2.006
5 C -0.047 2.689 0.128
6 C -0.165 3.901 -0.815
7 C -1.633 4.283 -1.077
8 N -2.287 3.195 -1.792
9 C -3.131 2.360 -1.164
10 N -3.486 2.461 0.112
11 C -4.293 1.416 0.323
12 N -4.399 0.679 -0.755
13 N -3.707 1.231 -1.779
14 H 0.010 0.240 -2.438
15 H 0.749 2.898 0.842
16 H -0.969 2.523 0.684
17 H 0.359 3.769 -1.763
18 H 0.293 4.759 -0.318
19 H -2.097 4.495 -0.117
20 H -1.664 5.175 -1.705
21 H -2.103 3.024 -2.765
22 H -4.725 1.274 1.320
23 H -4.922 -0.185 -0.803
24 H -3.609 0.857 -2.705
25 C 2.825 -2.121 -2.234
26 Br 0.946 -2.300 -2.659
27 Br 3.625 -3.821 -1.833
28 Br 3.778 -1.191 -3.616
29 H 2.887 -1.517 -1.338
30 C -4.720 -1.962 3.290
31 Br -6.502 -2.527 2.850
32 Br -4.077 -0.621 2.035
33 Br -4.577 -1.346 5.101
34 H -4.076 -2.825 3.190
35 C -4.625 -3.110 8.840
36 Br -3.057 -3.985 9.526
37 Br -6.216 -3.676 9.760
38 Br -4.434 -1.191 8.855
39 H -4.731 -3.411 7.807
40 C 5.672 -2.279 -7.445
41 Br 3.841 -2.844 -7.257
42 Br 5.929 -0.479 -6.805
43 Br 6.884 -3.512 -6.596
44 H 5.902 -2.280 -8.501
45 C -3.584 -7.815 11.107
46 Br -4.419 -7.680 9.377
47 Br -4.718 -7.113 12.495
48 Br -3.018 -9.615 11.486
49 H -2.696 -7.200 11.080
50 C 9.002 -1.799 -3.439
51 Br 10.483 -2.883 -2.864
52 Br 7.337 -2.398 -2.684
53 Br 9.304 0.072 -3.086
54 H 8.923 -1.910 -4.512
55 C 9.225 4.091 -2.214
56 Br 7.953 4.171 -0.770
57 Br 8.473 4.748 -3.862
58 Br 10.864 4.995 -1.772
59 H 9.468 3.049 -2.364
60 C -5.641 3.863 -4.268
61 Br -4.518 5.031 -5.310
62 Br -4.683 3.180 -2.705
63 Br -7.310 4.695 -3.794
64 H -5.875 3.007 -4.886